Entry from OMol25: C47H56IN7O3PdTe as an isolated structure (ωB97M-V/def2-TZVPD).

```
116
Properties=species:S:1:pos:R:3:forces:R:3
Pd 0.43572 0.24115 -0.58150 0.0 -0.9 -0.8
C 4.01171 5.27519 -1.15254 -0.3 -0.1 0.0
C 3.24645 3.95318 -1.30677 0.2 0.0 -0.3
C 4.02766 3.01184 -2.23065 -0.3 0.0 0.1
C 2.99238 3.34414 0.04532 0.3 0.3 -0.1
C 4.02547 3.23869 0.95904 0.0 0.0 -0.4
C 3.81136 2.84257 2.26893 0.0 0.0 0.0
C 2.51479 2.63378 2.72370 -0.5 -0.2 -0.1
C 1.45100 2.66025 1.85133 0.2 -0.2 0.4
C 0.04814 2.61716 2.39365 -0.3 -0.1 -0.1
C -0.18530 3.86883 3.24314 0.0 0.0 -0.1
C -0.23252 1.33955 3.18597 0.0 0.0 -0.2
C 1.68882 2.89851 0.45404 -0.4 0.0 -0.3
N 0.69741 2.58773 -0.41567 0.6 0.1 1.2
C 0.08384 3.30857 -1.36932 0.1 0.5 -0.5
O 0.03060 4.52413 -1.41656 -0.1 -0.3 -0.1
C -0.66043 2.45612 -2.37093 -0.2 0.3 -0.4
C -1.15094 2.98812 -3.55843 0.1 0.0 0.3
C -1.79367 2.14184 -4.45224 0.1 -0.1 0.2
C -1.95575 0.80217 -4.12604 0.0 -0.1 0.3
C -1.47565 0.35002 -2.90025 -0.3 0.1 -0.4
N -0.83734 1.17204 -2.06813 0.4 0.0 -0.6
C -1.70819 -1.07203 -2.43546 0.2 -0.5 0.2
O -2.53625 -1.77373 -2.99175 -0.2 0.2 -0.3
N -0.92973 -1.44739 -1.40792 0.6 1.6 0.1
C -0.93307 -2.71888 -0.86475 -0.1 -1.5 0.5
C -1.99474 -3.18153 -0.04050 0.6 0.3 -0.4
C -1.90995 -4.44968 0.50869 0.2 -0.1 0.1
C -0.83453 -5.28407 0.25744 -0.1 0.1 -0.1
C 0.17946 -4.85533 -0.58226 -0.2 -0.1 0.3
C 0.15854 -3.58962 -1.13604 -0.3 0.5 0.0
C 1.24708 -3.19682 -2.09828 0.1 0.1 -0.1
C 2.64268 -3.37031 -1.49327 -0.2 0.1 -0.2
C 1.10285 -4.01011 -3.38926 0.0 0.2 0.1
C -3.25107 -2.39449 0.20450 -0.1 0.3 0.0
C -3.53677 -2.22896 1.69841 0.0 0.1 -0.2
C -4.41771 -3.03611 -0.54651 0.0 0.2 0.0
H 4.01091 5.80757 -2.10031 0.0 0.0 -0.1
H 5.04254 5.10146 -0.86069 0.2 0.0 0.0
H 3.53934 5.90690 -0.40657 0.0 0.2 0.1
H 2.28946 4.17857 -1.77647 0.1 0.0 0.1
H 5.00884 2.79055 -1.81622 0.1 -0.1 0.0
H 4.16140 3.47965 -3.20256 0.1 0.0 -0.1
H 3.48502 2.07918 -2.36765 0.1 0.1 -0.1
H 5.02877 3.49739 0.66224 0.1 0.1 -0.1
H 4.63995 2.77273 2.95716 0.1 0.0 0.0
H 2.34983 2.47631 3.77840 -0.1 0.0 0.1
H -0.65502 2.67091 1.54165 0.4 0.1 0.3
H 0.38632 3.81664 4.16426 0.1 0.0 0.2
H -1.23448 3.96641 3.50392 -0.2 0.0 0.1
H 0.11995 4.75669 2.69509 0.0 0.1 0.0
H 0.49325 1.21728 3.98740 0.0 0.0 0.1
H -0.17039 0.46050 2.53342 0.0 0.0 0.2
H -1.21949 1.37915 3.64359 -0.1 0.0 0.1
H -1.02969 4.04326 -3.74626 0.1 0.1 0.0
H -2.17849 2.52444 -5.38424 0.0 0.0 -0.1
H -2.46313 0.10498 -4.77436 -0.1 -0.1 0.0
H -2.71414 -4.80537 1.13255 -0.1 -0.1 0.1
H -0.80877 -6.27502 0.68365 0.0 -0.1 0.0
H 0.98455 -5.53350 -0.81686 0.1 -0.1 -0.1
H 1.10934 -2.13801 -2.33907 0.1 -0.3 0.0
H 2.81394 -4.39240 -1.16765 0.0 -0.1 0.1
H 2.76593 -2.70034 -0.64398 0.1 0.0 0.1
H 3.39818 -3.13037 -2.23645 0.2 0.0 -0.1
H 1.28939 -5.06341 -3.20033 0.0 -0.2 0.0
H 1.82141 -3.66703 -4.12999 0.1 0.0 -0.1
H 0.10117 -3.90776 -3.80130 -0.1 0.0 -0.1
H -3.11843 -1.36732 -0.20006 -0.1 -0.5 -0.1
H -3.68640 -3.19261 2.17879 0.0 0.0 0.1
H -4.43596 -1.63288 1.84627 -0.1 0.0 0.1
H -2.69740 -1.72608 2.18929 0.0 -0.1 0.1
H -4.58460 -4.04716 -0.18435 -0.1 -0.1 0.1
H -4.20161 -3.09085 -1.61077 0.0 0.0 0.0
H -5.32832 -2.45983 -0.39954 -0.2 0.0 0.0
I 5.69248 -1.03434 -3.98177 -0.6 0.1 0.2
C 3.72541 -0.51301 -3.50915 0.5 -0.1 -0.1
C 2.66931 -0.35337 -4.38429 0.4 -0.1 0.4
N 1.60635 -0.00524 -3.64184 -0.2 0.1 -0.1
N 1.91174 0.06203 -2.33786 -0.3 0.0 0.7
C 3.19542 -0.24654 -2.23667 0.0 -0.1 -0.6
H 2.62316 -0.47019 -5.44946 -0.1 0.0 -0.2
H 0.66354 0.15490 -3.97405 0.2 0.0 0.2
H 3.68770 -0.25993 -1.28246 0.0 0.0 0.1
N 1.48870 -0.78050 0.99841 0.1 -0.1 0.0
C 1.80746 -1.54782 1.81098 -0.4 0.8 -0.9
N 2.18522 -2.35722 2.72891 0.2 -0.3 0.5
C 2.90892 -3.59271 2.44634 0.5 -0.6 0.1
C 4.06183 -3.73216 3.45023 -0.1 0.0 -0.4
O 3.59771 -3.64035 4.77234 -0.1 -0.1 0.1
C 2.98263 -2.40483 5.02431 -0.3 0.2 0.0
C 1.75813 -2.21857 4.11789 0.0 0.0 0.7
H 3.28910 -3.57220 1.42567 -0.1 0.0 0.0
H 2.21460 -4.43290 2.56286 0.1 0.1 -0.1
H 4.81611 -2.95540 3.25456 0.0 -0.1 0.0
H 4.51927 -4.71813 3.35694 0.0 0.1 -0.1
H 3.69249 -1.57805 4.86696 -0.1 -0.1 0.0
H 2.67661 -2.42036 6.07074 0.0 0.1 -0.1
H 1.30222 -1.24103 4.27129 0.0 0.0 0.0
H 1.02029 -2.99984 4.33759 0.1 0.1 0.0
C -3.53498 1.55557 1.92814 0.3 0.0 0.2
Te -2.15166 0.82522 0.40724 -1.8 0.4 0.8
C -3.76501 1.31868 -0.93648 0.0 0.0 -0.3
C -4.96982 1.66920 -0.11310 0.1 0.0 0.6
C -6.20148 1.88579 -0.71805 0.0 0.0 -0.1
C -7.28818 2.28671 0.03780 0.1 0.0 0.0
C -7.15773 2.45946 1.40875 0.0 0.0 0.0
C -5.94838 2.19957 2.02353 0.1 0.0 0.0
C -4.84830 1.81040 1.26700 -0.2 -0.1 -0.6
H -3.12874 2.48606 2.33373 0.3 -0.1 0.0
H -3.64361 0.84437 2.74913 0.3 -0.1 -0.1
H -3.97112 0.48702 -1.61733 0.3 -0.1 0.1
H -3.45313 2.18467 -1.52995 0.2 -0.1 0.0
H -6.31190 1.73800 -1.78137 0.0 0.0 -0.2
H -8.23891 2.46470 -0.43847 -0.1 0.0 -0.1
H -7.99984 2.78928 1.99626 -0.1 0.0 0.1
H -5.84906 2.30592 3.09355 0.0 0.0 0.1
```
Positions in Å, forces in eV/Å.

Its net charge is +2. The value obtained for the total energy is -3126.568067 a.u. As for the spin multiplicity: 5. Its energy relative to the best compared isomer or geometry (same formula, charge and spin) is 0.957 eV. The calculation puts the HOMO-LUMO gap (alpha / beta) at 7.319 / 4.857 eV.

Atomic partial charges in e from the Mulliken method, atoms 1 to 99: Pd 0.498; C -1.753; C 0.810; C -0.788; C 0.460; C -0.444; C -1.826; C -0.385; C 0.529; C 2.357; C -1.784; C -1.116; C -0.461; N 1.289; C -0.943; O -0.623; C -0.641; C -0.666; C -1.301; C -0.475; C -0.888; N 2.940; C -0.579; O -0.647; N 2.512; C -0.701; C 0.256; C -0.510; C -1.559; C -0.496; C 0.598; C 2.546; C -1.116; C -1.873; C 2.014; C -1.454; C -1.895; H 0.462; H 0.377; H 0.400; H 0.380; H 0.341; H 0.498; H -0.267; H 0.463; H 0.474; H 0.515; H -0.856; H 0.389; H 0.465; H 0.393; H 0.566; H -0.038; H 0.272; H 0.658; H 0.525; H 0.667; H 0.441; H 0.466; H 0.480; H -1.594; H 0.491; H -0.140; H 0.313; H 0.396; H 0.441; H 0.408; H -1.468; H 0.398; H 0.428; H 0.263; H 0.425; H 0.359; H 0.482; I 0.185; C -0.877; C -0.425; N 0.135; N 1.220; C -1.560; H 0.573; H -0.098; H 0.703; N -1.087; C 0.496; N 0.252; C -0.191; C -0.726; O -0.368; C -0.697; C -0.253; H 0.136; H 0.276; H 0.335; H 0.378; H 0.337; H 0.388; H 0.156; H 0.300



Entry from OMol25: a 2-piece molecular cluster, C5H13N2O overall (ωB97M-V/def2-TZVPD).

```
21
Properties=species:S:1:pos:R:3:forces:R:3
C 0.20040 0.89539 2.94363 0.2 -0.8 -0.6
N 1.38443 1.50495 2.35915 0.0 -0.6 0.5
C 1.77446 0.82104 1.09064 1.2 -0.6 0.0
O 0.90758 0.67350 0.11941 -0.8 0.6 0.4
H -0.69490 0.93504 2.31582 0.0 -0.1 -0.2
H -0.09309 1.23504 3.92797 0.3 0.5 0.4
H 0.49575 -0.14952 3.04284 -0.4 -0.3 0.1
H 1.17434 2.43090 2.11308 -0.4 1.6 -0.4
H 2.15310 -0.15527 1.47671 0.2 -0.2 0.1
H 2.68627 1.36342 0.74168 0.2 0.2 0.3
C -1.59673 -0.60189 -0.73621 -0.4 -0.2 -0.9
C -0.93165 -0.81270 -2.09537 0.6 -2.7 0.0
C -1.22406 -1.89101 -2.92906 -0.7 1.4 2.0
N 0.19153 -0.03158 -2.23960 -1.2 0.8 0.2
H -2.00321 0.42710 -0.72368 0.2 -0.4 0.3
H -0.81987 -0.69019 0.04956 -0.6 0.1 -0.3
H -2.42306 -1.33657 -0.67494 0.4 0.4 0.3
H -0.62059 -2.06171 -3.78146 0.5 -0.2 -0.8
H -1.94620 -2.67652 -2.62924 0.3 0.9 -0.4
H 0.61872 0.33019 -1.35060 -0.1 -0.1 -0.4
H 0.76679 -0.20959 -3.02034 0.6 -0.4 -0.7
```
Positions in Å, forces in eV/Å.

Its net charge is -2. The value obtained for the total energy is -382.873031 a.u. As for the spin multiplicity: 2. Its energy relative to the best compared isomer or geometry (same formula, charge and spin) is 0.662 eV. The calculation puts the HOMO-LUMO gap (alpha / beta) at 2.032 / 6.670 eV.

The natural (NBO) scheme yields these atomic charges, measured in e: C -0.518; N -0.687; C 0.140; O -0.941; H 0.177; H 0.151; H 0.179; H 0.321; H 0.060; H 0.064; C -0.830; C 0.159; C -1.133; N -0.880; H 0.192; H 0.256; H 0.183; H 0.152; H 0.163; H 0.451; H 0.340



- net charge of number 1 (C47H56IN7O3PdTe)?
  +2



- Number 1 is which compound?
  C47H56IN7O3PdTe



- Among the records above, which one has the lowest energy relative to the best compared isomer or geometry (same formula, charge and spin)?
  C5H13N2O